Here is one molecule with the formula C3H10N at a distorted geometry from the OMol25 dataset. Energies are from the ωB97M-V functional and the def2-TZVPD basis.

## Properties
Molar mass (g/mol): 60.1
2S+1: 2
<S²>: 0.751
E_HOMO (alpha / beta) (eV): -3.26 / -12.41
E_LUMO (alpha / beta) (eV): 1.07 / 0.79
ΔE to the lowest compared entry with this formula, charge and spin (eV): 2.5387
Gap between HOMO and LUMO (alpha / beta) (eV): 4.33 / 13.19
Max |F| (Eh/bohr): 0.086

XYZ file:
```
14
C3H10N (the ωB97M-V functional and the def2-TZVPD basis)
C -0.71 -1.82 -0.05
C 0.34 -0.80 -0.23
N -0.25 0.65 0.25
C 0.79 1.86 -0.01
H -0.94 -1.97 1.07
H -0.28 -2.71 -0.39
H -1.76 -1.63 -0.55
H 0.58 -0.71 -1.33
H 1.30 -0.87 0.36
H -1.04 0.91 -0.35
H -0.74 0.77 1.13
H 0.79 2.10 -1.08
H 0.24 2.62 0.62
H 1.68 1.60 0.56
```